Entry 1:
The following is a quantum chemistry calculation of 5 unconnected molecules or ions with the total composition C11H33N7O6 in a non-equilibrium geometry, from the Open Molecules 2025 dataset.

```
57
Properties=species:S:1:pos:R:3:forces:R:3
C 0.677 0.441 0.058 -0.3 -0.8 0.3
O 0.329 -0.599 0.611 0.2 0.5 -0.3
N 0.845 0.586 -1.295 -0.1 0.6 0.8
N 0.931 1.590 0.757 -0.1 0.0 0.1
H 0.621 -0.222 -1.848 0.0 0.1 -0.1
H 0.756 1.555 -1.601 0.0 -0.7 -0.5
H 1.384 2.360 0.314 0.1 0.3 0.0
H 0.782 1.601 1.747 0.1 -0.1 0.0
C 3.910 1.463 -4.090 0.7 -1.0 -0.2
O 5.073 1.065 -4.059 -0.5 0.6 0.0
N 3.503 2.646 -4.656 -0.2 -0.2 0.6
N 2.886 0.692 -3.605 0.4 0.0 -0.2
H 4.109 3.168 -5.258 0.1 -0.1 0.0
H 2.509 2.718 -4.738 -0.1 0.4 -0.5
H 2.007 1.088 -3.339 -0.1 0.1 0.1
H 3.152 -0.182 -3.170 -0.2 0.0 0.2
C 3.620 -1.363 -0.534 -1.3 -1.3 -0.2
O 2.945 -1.711 -1.502 0.7 0.6 -0.3
N 4.612 -0.443 -0.544 -0.2 0.0 0.3
N 3.392 -1.982 0.679 1.1 0.7 -0.2
H 4.835 0.068 -1.380 0.1 0.0 -0.1
H 5.093 -0.284 0.321 0.3 0.2 -0.2
H 3.593 -1.443 1.503 -0.2 -0.3 0.3
H 2.680 -2.684 0.688 -0.4 0.2 0.1
C 3.036 3.961 -0.952 -1.4 0.1 0.6
C 2.018 4.325 -2.041 1.6 0.9 -0.8
O 0.988 3.377 -2.257 0.0 -0.4 0.5
H 3.427 2.952 -1.074 0.2 0.1 -0.2
H 2.574 4.031 0.038 -0.1 -0.2 0.0
H 3.811 4.722 -0.902 0.2 -0.2 -0.4
H 2.631 4.408 -2.948 -0.2 -0.1 -0.1
H 1.628 5.337 -1.894 -0.3 -0.2 0.4
H 0.377 3.701 -2.924 0.0 0.2 0.0
C -3.859 -5.420 2.768 -0.6 -0.6 0.4
O -3.514 -4.159 2.290 -0.2 0.2 -0.6
C -2.437 -3.564 2.965 0.5 0.2 0.0
C -2.045 -2.190 2.354 -0.1 -2.1 0.7
N -2.721 -1.157 3.125 1.0 0.4 -1.0
C -2.710 0.112 2.404 -1.1 0.9 0.7
C -3.603 0.210 1.173 -0.3 1.0 -0.5
O -4.971 0.310 1.564 -0.6 -0.6 0.4
C -5.881 -0.400 0.711 1.9 0.0 0.3
H -3.052 -6.159 2.738 0.3 0.2 -0.1
H -4.681 -5.820 2.173 0.1 0.2 -0.2
H -4.251 -5.399 3.794 0.2 0.2 0.1
H -1.563 -4.233 2.979 -0.1 -0.1 -0.3
H -2.698 -3.445 4.029 0.0 0.3 -0.1
H -2.218 -2.165 1.274 -0.4 -0.1 0.0
H -0.955 -2.237 2.404 0.0 1.1 0.4
H -3.679 -1.451 3.277 -0.1 0.1 -0.1
H -1.715 0.504 2.198 0.3 -0.6 -0.2
H -3.127 0.863 3.087 0.0 0.0 0.0
H -3.437 -0.567 0.419 -0.1 -0.2 0.3
H -3.460 1.171 0.654 0.7 -0.2 0.0
H -5.716 -1.464 0.900 -0.5 -0.2 -0.1
H -5.551 -0.214 -0.315 -0.6 0.1 -0.2
H -6.888 -0.071 0.930 -0.1 0.0 -0.1
```
Positions in Å, forces in eV/Å.

SMILES string: COCCNCCOC.NC(N)=O.NC(N)=O.NC(N)=O.CCO
LUMO energy (eV): 0.08
Spin multiplicity: 1
M (g mol⁻¹): 359.43
Largest force on an atom (eV/Å): 2.2
Orbital gap (eV): 8.53
HOMO level (Eh): -0.3108



Entry 2:
The following is a quantum chemistry calculation of a molecular structure, C11H34ClN10O7Zr in a non-equilibrium geometry, from the Open Molecules 2025 dataset.

```
64
Properties=species:S:1:pos:R:3:forces:R:3
Zr -27.183 -27.560 34.195 -0.5 0.5 0.9
C -27.097 -25.412 27.509 -1.2 -0.3 0.6
C -25.822 -26.195 27.913 -0.3 -0.3 2.3
C -24.649 -25.281 27.542 0.5 0.8 -0.8
O -25.735 -26.360 29.309 -0.4 0.5 -1.5
H -27.495 -25.678 26.529 0.7 0.1 -0.4
H -27.019 -24.332 27.632 0.1 -0.2 0.0
H -27.910 -25.769 28.142 0.0 0.2 0.4
H -25.909 -27.195 27.487 0.6 0.1 -0.6
H -23.631 -25.526 27.843 -0.3 -0.6 0.2
H -24.862 -24.279 27.915 0.0 -0.1 0.4
H -24.660 -25.135 26.462 0.1 -0.3 -0.3
C -32.517 -30.698 30.279 -1.4 0.1 0.8
C -32.652 -30.438 31.799 3.7 2.8 -0.3
C -32.835 -31.723 32.589 -0.2 -1.2 -1.0
O -31.529 -29.727 32.296 -2.0 -1.4 -0.5
H -33.572 -30.861 30.057 -0.1 -0.6 -0.7
H -31.915 -31.581 30.065 -0.1 0.0 0.1
H -32.226 -29.875 29.627 0.3 0.2 0.6
H -33.535 -29.922 32.177 -0.5 0.7 -0.5
H -31.972 -32.343 32.346 0.3 0.0 1.2
H -33.594 -32.227 31.992 -0.6 0.0 0.3
H -33.203 -31.499 33.590 0.7 -0.6 0.0
Cl -29.523 -25.903 37.902 0.6 -0.4 -1.0
C -21.111 -29.462 34.902 -2.0 0.8 0.3
O -22.236 -29.084 35.181 -0.8 -0.2 0.0
N -20.733 -30.093 33.810 -1.1 -1.3 -3.3
N -20.029 -29.251 35.585 3.5 1.0 3.0
H -21.387 -29.982 33.048 0.6 -0.6 -0.3
H -19.787 -30.438 33.739 -0.6 -0.1 -0.6
H -19.237 -29.156 34.966 0.4 0.2 1.2
H -20.019 -28.932 36.543 0.0 0.2 -0.4
C -29.658 -21.708 32.065 3.4 -4.4 3.5
O -29.214 -22.769 32.563 -0.6 0.8 -0.9
N -30.904 -21.375 32.071 -4.9 0.5 -0.3
N -28.902 -20.707 31.721 1.3 2.4 -1.7
H -31.161 -20.509 31.620 -0.5 -0.3 0.5
H -31.503 -21.755 32.790 0.0 -0.1 -0.5
H -27.894 -20.729 31.660 -0.5 0.0 -0.3
H -29.534 -20.025 31.328 1.8 1.0 -0.3
C -26.286 -33.760 31.652 -1.2 3.7 8.0
O -26.278 -32.620 32.164 -0.5 0.2 -1.5
N -25.882 -34.092 30.522 1.7 -1.7 -5.5
N -26.597 -34.764 32.498 -0.5 -1.8 0.1
H -25.739 -35.090 30.456 0.3 0.4 -1.3
H -25.544 -33.364 29.909 0.2 -0.6 -0.1
H -27.065 -34.561 33.370 0.3 -0.1 -0.3
H -26.447 -35.710 32.178 -0.5 0.0 0.6
C -23.384 -22.542 34.550 -3.6 -4.1 0.6
O -24.062 -23.478 34.872 -1.8 -3.6 0.2
N -23.146 -22.206 33.344 1.7 2.1 -4.8
N -22.988 -21.748 35.446 3.1 4.7 3.5
H -23.383 -22.741 32.521 0.0 0.2 0.5
H -22.668 -21.317 33.309 -0.1 -0.3 -1.4
H -22.316 -21.121 35.027 0.4 0.5 1.6
H -22.919 -22.097 36.391 0.1 0.4 -0.2
C -26.813 -32.388 38.879 -0.6 1.2 -2.2
O -27.194 -31.608 38.021 0.2 0.7 -0.2
N -25.597 -32.923 38.890 3.5 -0.7 -0.1
N -27.615 -32.891 39.790 -1.2 -1.0 2.2
H -25.238 -33.509 39.630 -0.5 0.1 0.1
H -24.830 -32.415 38.473 -0.5 0.1 -0.4
H -28.429 -32.334 40.007 0.1 -0.3 0.2
H -27.089 -33.363 40.511 -1.0 0.1 0.5
```
Positions in Å, forces in eV/Å.

LUMO energy (eV): -7.51
Spin multiplicity: 1
M (g mol⁻¹): 545.13
Total charge: +1
Largest force on an atom (eV/Å): 9.0
Orbital gap (eV): 1.82
HOMO level (Eh): -0.3428



Entry 3:
The following is a quantum chemistry calculation of 5 unconnected molecules or ions with the total composition C11H34N2O5 in a non-equilibrium geometry, from the Open Molecules 2025 dataset.

```
52
Properties=species:S:1:pos:R:3:forces:R:3
C -22.395 17.856 -7.549 -0.1 0.2 -0.5
C -21.165 18.068 -8.407 0.0 -2.4 1.1
C -20.820 16.821 -9.292 0.5 -0.2 1.5
O -19.455 16.910 -9.821 -2.9 2.4 1.0
C -19.122 15.831 -10.570 1.2 -1.9 0.0
N -21.309 19.160 -9.300 0.5 0.7 -0.9
H -23.244 17.844 -8.233 -0.3 -0.1 0.2
H -22.490 18.744 -6.924 -0.2 -0.2 0.2
H -22.380 16.947 -6.947 0.1 0.1 0.1
H -20.351 18.352 -7.740 0.5 -1.0 0.3
H -21.626 16.630 -10.001 0.3 0.8 -1.1
H -20.960 15.895 -8.734 0.8 -0.2 0.7
H -19.875 15.476 -11.274 -0.1 0.3 -0.3
H -18.922 15.028 -9.862 -0.1 -0.7 -0.1
H -18.156 16.013 -11.043 -0.2 0.2 -0.4
H -20.974 19.954 -8.774 -0.3 0.7 -0.2
H -20.478 18.862 -9.791 0.3 1.3 -1.6
C -28.276 18.503 -5.118 -0.9 -0.7 -1.2
C -29.591 18.887 -4.432 -0.2 -2.1 -0.9
C -30.680 17.769 -4.510 0.2 0.9 -1.2
O -31.885 18.083 -3.800 1.7 0.9 -0.7
C -32.696 16.976 -3.744 -1.3 -0.7 0.7
N -29.243 19.081 -3.106 0.0 1.9 2.9
H -27.487 19.225 -4.906 -0.3 0.1 -0.2
H -28.494 18.373 -6.178 0.4 0.4 -0.3
H -27.898 17.515 -4.857 -0.1 -0.1 0.6
H -30.005 19.769 -4.922 0.1 0.3 0.3
H -30.270 16.822 -4.158 0.1 -0.2 0.2
H -30.923 17.692 -5.570 -0.2 -0.5 -0.3
H -33.087 16.567 -4.675 0.4 0.2 -0.7
H -33.601 17.274 -3.215 0.1 -0.1 0.4
H -32.181 16.159 -3.238 -0.1 -0.2 0.3
H -30.054 19.388 -2.589 0.0 0.0 0.4
H -28.879 18.258 -2.647 0.0 -0.2 -0.2
C -24.039 21.734 -10.361 1.1 2.3 0.3
O -24.926 21.034 -9.563 -1.1 -1.6 -0.1
H -22.989 21.473 -10.231 0.0 -0.5 0.2
H -24.190 21.862 -11.433 -0.7 -0.6 0.0
H -24.171 22.720 -9.917 0.6 0.6 -0.5
H -25.391 20.349 -10.049 0.1 -0.1 0.0
C -23.110 24.420 -4.785 -0.3 -2.5 0.9
O -22.835 25.732 -4.865 0.4 3.2 -0.6
H -24.050 24.182 -5.285 0.0 -0.5 -0.1
H -22.263 23.851 -5.168 -0.2 -0.6 -0.3
H -23.198 24.169 -3.728 -0.2 -0.2 0.0
H -22.987 25.950 -5.787 0.2 0.6 0.1
C -25.129 20.466 -6.399 0.3 -0.2 -0.9
O -24.693 21.737 -6.820 0.0 1.0 0.8
H -24.231 19.868 -6.243 -0.3 -0.5 0.1
H -25.728 20.449 -5.488 0.1 0.6 0.0
H -25.732 20.088 -7.224 -0.1 -0.7 0.3
H -24.742 21.752 -7.779 -0.1 -0.2 -0.1
```
Positions in Å, forces in eV/Å.

SMILES string: COC[C@H](C)N.COC[C@H](C)N.CO.CO.CO
Relative energy (zero: lowest compared OMol25 entry of this formula, charge and spin) (eV): 2.2989
LUMO energy (eV): 0.60
Spin multiplicity: 1
M (g mol⁻¹): 274.40
Largest force on an atom (eV/Å): 3.9
Orbital gap (eV): 9.53
HOMO level (Eh): -0.3282



Entry 4:
The following is a quantum chemistry calculation of 5 unconnected molecules or ions with the total composition C11H34N8O5 in a non-equilibrium geometry, from the Open Molecules 2025 dataset.

```
58
Properties=species:S:1:pos:R:3:forces:R:3
C -0.810 -1.885 -3.122 -0.4 -0.7 -0.2
C -1.519 -3.221 -3.408 -0.1 1.0 0.8
C -0.725 -4.179 -4.276 0.3 0.3 -0.5
O -1.457 -5.372 -4.409 0.1 -0.2 0.3
C -0.812 -6.376 -5.169 -0.4 -0.4 0.5
N -1.899 -3.824 -2.115 0.3 -1.3 -0.3
H 0.104 -2.088 -2.559 0.3 0.2 -0.3
H -1.438 -1.257 -2.490 -0.1 0.0 -0.1
H -0.636 -1.359 -4.060 0.4 0.1 0.1
H -2.480 -2.997 -3.876 0.1 -0.1 -0.3
H 0.268 -4.358 -3.838 -0.1 -0.1 0.2
H -0.531 -3.780 -5.281 -0.1 0.3 0.1
H -1.217 -7.323 -4.810 -0.1 0.0 -0.2
H 0.263 -6.432 -4.986 0.1 0.3 -0.1
H -1.041 -6.285 -6.232 0.2 0.2 -0.1
H -2.058 -4.799 -2.382 -0.6 0.0 0.4
H -1.121 -3.924 -1.463 0.4 0.4 -0.3
C 3.842 6.055 1.348 0.1 -1.4 -0.2
C 3.101 4.793 0.832 -0.3 1.8 -0.2
C 1.684 4.646 1.442 0.1 -1.9 -0.1
O 0.676 5.239 0.663 0.3 1.1 0.2
C -0.658 4.985 1.064 0.4 -0.3 -0.8
N 3.033 4.986 -0.632 -1.1 -0.4 -0.1
H 3.218 6.924 1.152 0.3 0.2 0.0
H 4.764 6.022 0.768 0.0 0.7 -0.1
H 4.143 5.984 2.393 -0.4 0.1 0.1
H 3.713 3.915 1.032 -0.2 -0.1 0.2
H 1.650 4.943 2.495 0.0 0.3 0.0
H 1.475 3.567 1.393 0.1 -0.1 0.4
H -1.219 5.848 0.711 -0.3 0.0 0.4
H -0.788 4.782 2.128 0.1 0.3 0.1
H -1.013 4.110 0.507 -0.1 -0.1 0.1
H 2.450 4.238 -1.017 0.6 -0.4 0.0
H 2.331 5.719 -0.760 0.5 0.4 0.0
C 2.419 -0.955 5.191 -0.9 0.2 2.1
O 2.983 -0.935 6.297 0.1 0.0 -1.2
N 1.406 -1.858 4.997 0.6 -0.1 -0.6
N 2.582 0.018 4.273 0.8 -0.2 0.9
H 1.045 -2.169 5.881 -0.3 -0.3 -0.3
H 0.861 -1.754 4.160 -0.4 -0.2 0.3
H 2.183 0.015 3.341 0.4 0.2 -0.1
H 3.293 0.617 4.671 0.0 0.4 -1.1
C -3.734 -1.225 0.084 -0.3 0.4 -2.3
O -3.099 -0.345 -0.530 0.4 -0.8 0.8
N -3.765 -2.535 -0.316 0.3 0.6 1.1
N -4.643 -0.850 1.004 0.0 0.3 0.6
H -2.976 -2.912 -0.858 -0.4 0.0 -0.1
H -4.224 -3.133 0.352 0.1 -0.4 -0.3
H -5.168 -1.486 1.575 -0.1 0.1 0.0
H -4.686 0.146 1.126 -0.2 -0.1 0.3
C 0.533 0.204 1.127 -0.9 -1.0 -0.1
O 1.650 -0.050 1.583 -0.3 0.4 -0.2
N -0.158 -0.683 0.359 0.5 -0.7 -0.3
N -0.179 1.331 1.386 1.2 -0.2 0.4
H -1.130 -0.603 0.107 -0.2 0.4 -0.1
H 0.263 -1.581 0.201 0.2 0.1 0.1
H 0.321 1.957 1.995 -0.6 0.4 -0.1
H -1.066 1.490 0.951 -0.1 0.3 0.1
```
Positions in Å, forces in eV/Å.

SMILES string: COC[C@H](C)N.COC[C@H](C)N.NC(N)=O.NC(N)=O.NC(N)=O
Relative energy (zero: lowest compared OMol25 entry of this formula, charge and spin) (eV): 0.6585
LUMO energy (eV): 0.27
Spin multiplicity: 1
M (g mol⁻¹): 358.44
Largest force on an atom (eV/Å): 2.4
Orbital gap (eV): 9.49
HOMO level (Eh): -0.3388